1.
DFT (ωB97M-V/def2-TZVPD) results for C25H19N4O11Ti as an isolated structure.

```
60
Properties=species:S:1:pos:R:3:forces:R:3
Ti 0.089 -0.498 0.654 -1.379 0.318 0.117
O 1.863 3.096 0.666 0.020 0.002 -0.013
C 1.130 2.247 1.130 -0.036 0.000 0.011
O 0.331 1.483 0.443 0.141 0.038 0.019
C 1.035 2.064 2.649 0.040 -0.007 -0.001
C -0.354 1.570 3.055 -0.052 0.022 -0.007
C -0.555 1.664 4.569 0.005 0.001 -0.010
C 0.303 0.479 5.077 -0.003 0.015 -0.009
C 0.885 -0.049 3.769 -0.006 -0.007 0.020
O -0.223 0.140 2.855 0.249 -0.135 0.057
C 1.940 0.911 3.202 0.012 0.032 -0.018
C 2.752 0.155 2.147 0.036 0.027 -0.018
O 3.959 0.038 2.278 -0.025 0.011 -0.018
O 2.039 -0.373 1.212 0.271 -0.151 -0.085
H 1.296 3.016 3.109 -0.014 -0.006 0.018
H -1.172 1.938 2.443 0.007 -0.010 -0.008
H -0.222 2.629 4.951 -0.006 -0.001 0.006
H -1.605 1.534 4.828 0.000 -0.001 -0.001
H 1.086 0.778 5.774 0.002 -0.001 -0.002
H -0.316 -0.279 5.554 0.004 -0.002 0.002
H 1.176 -1.098 3.762 -0.009 -0.002 0.003
H 2.623 1.267 3.971 0.004 -0.007 -0.003
C -1.900 1.424 -2.705 -0.004 0.027 -0.074
C -3.277 1.343 -2.383 -0.011 -0.042 0.067
C -3.654 0.626 -1.288 -0.006 0.000 -0.143
C -2.674 -0.025 -0.501 -0.006 -0.148 0.111
N -1.344 0.098 -0.790 0.257 0.061 0.159
C -0.995 0.814 -1.892 0.019 -0.065 0.041
C -2.913 -0.812 0.642 -0.008 0.035 -0.245
C -4.186 -1.130 1.164 -0.055 -0.087 0.109
C -4.305 -1.911 2.273 0.008 0.052 -0.076
C -3.110 -2.396 2.871 0.021 -0.057 0.053
C -1.906 -2.069 2.338 -0.035 0.054 -0.040
N -1.750 -1.273 1.227 0.248 0.200 0.102
H -1.558 1.980 -3.567 0.011 -0.003 0.008
H -4.017 1.850 -2.989 0.005 -0.001 -0.010
H -4.696 0.553 -1.011 0.003 -0.026 0.007
H 0.067 0.892 -2.080 0.003 0.018 0.012
H -5.069 -0.749 0.668 0.017 0.018 -0.018
H -5.275 -2.165 2.680 0.000 0.001 0.002
H -3.143 -3.035 3.744 0.008 0.002 -0.004
H -0.991 -2.443 2.772 0.007 0.007 0.009
O 0.759 -1.794 -0.854 0.226 -0.080 -0.188
C 0.931 -2.731 -0.029 0.039 0.094 0.132
O 0.641 -2.577 1.182 -0.032 -0.182 -0.045
C 1.469 -4.040 -0.505 0.041 -0.046 -0.032
C 1.767 -4.218 -1.849 -0.002 0.007 -0.042
C 2.261 -5.441 -2.263 -0.065 0.004 0.058
C 2.472 -6.493 -1.393 0.010 -0.063 -0.013
C 2.166 -6.277 -0.064 -0.041 0.039 -0.048
C 1.669 -5.073 0.400 -0.007 -0.002 0.035
N 2.376 -7.383 0.889 0.126 0.053 0.032
O 2.826 -8.424 0.452 -0.042 -0.023 -0.010
O 2.102 -7.181 2.053 -0.046 -0.021 -0.005
N 2.575 -5.645 -3.691 0.195 0.078 0.037
O 2.402 -4.710 -4.442 -0.074 -0.016 -0.024
O 3.012 -6.730 -4.020 -0.062 -0.041 -0.018
H 1.613 -3.410 -2.549 -0.003 0.004 0.007
H 2.858 -7.440 -1.736 -0.002 0.004 -0.002
H 1.439 -4.928 1.445 -0.004 0.007 -0.003
```
Forces are in eV/Å.

Calculated values
E_tot = -2860.3163 a.u.
total charge = -1
lowest unoccupied orbital energy (spin up / spin down) = 1.0 / 1.0 eV
frontier orbital gap (spin up / spin down) = 3.825 / 3.823 eV
multiplicity = 1


2.
DFT (ωB97M-V/def2-TZVPD) results for C25H20BrMgN5O3S as an isolated structure.

```
56
Properties=species:S:1:pos:R:3:forces:R:3
Mg -0.664 0.252 0.253 -0.142 -0.518 -0.146
N 2.368 0.188 8.567 0.001 0.000 -0.007
C 1.746 0.405 7.329 0.003 0.003 0.005
C 1.979 1.580 6.618 0.005 0.009 0.001
C 1.335 1.812 5.415 -0.029 -0.012 0.002
C 0.444 0.876 4.917 -0.030 -0.108 0.013
C 0.197 -0.292 5.621 -0.011 -0.020 0.008
C 0.844 -0.529 6.821 -0.003 0.002 -0.009
S -0.372 1.153 3.373 0.066 -0.051 0.081
O -1.762 0.820 3.554 -0.004 0.020 0.020
O -0.025 2.496 2.973 0.022 -0.009 0.054
N 0.191 0.084 2.307 -0.061 0.450 -0.227
C 1.465 0.243 1.844 -0.016 -0.047 -0.061
N 2.523 0.456 2.636 0.021 0.030 0.027
C 3.692 0.602 2.032 0.008 -0.001 0.006
C 3.866 0.530 0.657 -0.028 -0.017 -0.026
C 2.721 0.294 -0.083 0.039 -0.143 -0.015
N 1.541 0.142 0.493 -0.092 0.255 0.009
H 3.243 0.677 8.676 0.000 0.000 0.003
H 2.460 -0.785 8.814 0.000 0.000 0.001
H 2.671 2.316 7.012 0.002 -0.003 0.004
H 1.516 2.714 4.847 0.006 0.002 0.001
H -0.505 -1.015 5.226 -0.001 0.008 -0.009
H 0.647 -1.441 7.373 0.003 0.000 0.003
H 4.542 0.787 2.682 -0.008 -0.002 0.012
H 4.831 0.657 0.192 0.002 0.004 0.003
H 2.737 0.221 -1.165 0.003 0.012 0.000
Br -0.059 -0.379 -2.716 -0.017 0.036 0.020
C -1.079 -1.991 -2.660 -0.005 -0.018 0.022
C -1.218 -2.658 -3.841 0.006 0.006 -0.006
C -1.941 -3.869 -3.873 0.000 0.002 0.000
C -2.480 -4.364 -2.724 0.002 0.004 0.005
C -2.335 -3.676 -1.493 -0.009 -0.012 -0.002
C -2.886 -4.216 -0.306 0.003 0.002 -0.011
C -2.732 -3.555 0.876 0.011 0.015 0.005
C -2.038 -2.324 0.917 -0.044 -0.025 -0.012
C -1.484 -1.718 -0.195 0.072 0.195 0.132
C -1.632 -2.438 -1.424 0.058 0.002 -0.001
H -0.774 -2.262 -4.743 0.000 -0.001 -0.001
H -2.055 -4.396 -4.812 -0.002 -0.002 0.001
H -3.030 -5.298 -2.730 0.000 0.000 -0.004
H -3.423 -5.157 -0.361 -0.002 0.000 0.005
H -3.149 -3.967 1.789 -0.002 -0.007 -0.004
H -1.955 -1.837 1.886 0.005 0.009 -0.004
O -1.544 1.770 -0.446 0.096 -0.103 0.054
N -2.025 3.005 -0.208 0.132 0.047 0.080
C -2.666 3.304 0.975 -0.027 -0.019 -0.052
C -3.230 4.527 1.153 -0.012 -0.021 0.018
C -3.186 5.518 0.135 0.005 0.009 0.000
C -2.547 5.158 -1.071 0.005 -0.009 -0.022
C -1.987 3.927 -1.237 -0.032 -0.020 0.005
H -2.657 2.520 1.716 0.000 0.014 0.016
H -3.707 4.723 2.105 0.000 0.012 -0.003
H -3.632 6.492 0.271 -0.001 0.000 0.003
H -2.487 5.854 -1.900 -0.005 0.008 0.006
H -1.496 3.582 -2.133 0.005 0.011 -0.002
```
Forces are in eV/Å.

Calculated values
E_tot = -4636.5455 a.u.
total charge = -1
lowest unoccupied orbital energy (spin up / spin down) = 2.5 / 2.5 eV
frontier orbital gap (spin up / spin down) = 3.982 / 7.359 eV
multiplicity = 2


3.
DFT (ωB97M-V/def2-TZVPD) results for C25H20Cl3N4O6RuS as an isolated structure.

```
60
Properties=species:S:1:pos:R:3:forces:R:3
Ru 0.491 -0.348 -0.571 -1.015 1.968 -0.159
N 1.695 -6.424 3.240 0.013 0.040 0.079
C 2.033 -5.461 2.309 0.002 0.025 -0.034
C 3.372 -5.211 1.996 -0.015 0.001 0.009
C 3.708 -4.226 1.088 0.039 0.073 0.071
C 2.712 -3.475 0.483 0.034 -0.111 -0.121
C 1.376 -3.707 0.789 -0.091 0.036 0.003
C 1.039 -4.684 1.702 0.024 -0.002 0.002
S 3.146 -2.298 -0.745 -0.075 -0.140 0.105
O 2.539 -2.676 -1.992 0.024 0.079 0.096
O 4.554 -2.056 -0.668 -0.034 -0.026 -0.102
N 2.354 -0.927 -0.302 0.052 -0.418 0.223
C 2.589 -0.199 0.835 0.090 -0.375 -0.698
N 3.407 -0.556 1.807 -0.076 0.485 0.247
C 3.365 0.258 2.860 -0.076 0.070 0.013
C 2.504 1.349 2.953 0.066 -0.053 -0.053
C 1.663 1.595 1.883 0.020 0.242 -0.112
N 1.730 0.851 0.782 0.415 -0.727 0.299
H 2.383 -7.130 3.438 -0.014 -0.016 -0.018
H 0.747 -6.757 3.231 0.006 -0.015 -0.018
H 4.152 -5.790 2.476 -0.005 -0.017 -0.007
H 4.744 -4.021 0.853 -0.002 -0.005 -0.017
H 0.588 -3.123 0.326 0.019 -0.016 -0.033
H -0.001 -4.850 1.952 -0.002 -0.006 -0.001
H 4.031 0.015 3.680 0.009 -0.006 -0.009
H 2.485 1.977 3.830 -0.003 -0.004 0.004
H 0.951 2.411 1.886 -0.040 -0.030 0.017
C -5.467 -2.284 -3.252 0.008 -0.018 0.000
O -4.558 -2.158 -4.334 0.022 0.002 0.008
C -3.274 -1.861 -4.045 -0.059 -0.032 0.072
C -2.430 -1.716 -5.162 0.076 0.004 -0.052
C -1.116 -1.398 -4.966 -0.020 -0.066 -0.052
C -0.582 -1.188 -3.678 0.154 -0.001 0.107
C 0.750 -0.642 -3.524 -0.728 0.006 -0.217
C 1.806 -0.816 -4.566 -0.009 0.093 -0.071
O 1.042 0.076 -2.546 0.770 -0.240 0.404
C -1.435 -1.388 -2.559 0.317 -0.104 0.206
O -1.021 -1.370 -1.312 0.217 -0.107 -0.181
C -2.786 -1.717 -2.761 -0.019 0.016 -0.209
H -6.434 -2.496 -3.697 -0.003 0.005 0.004
H -5.521 -1.357 -2.677 -0.005 -0.002 0.001
H -5.181 -3.106 -2.592 -0.002 0.003 0.000
H -2.847 -1.853 -6.149 0.011 0.023 -0.008
H -0.476 -1.259 -5.826 -0.054 -0.012 -0.014
H 1.498 -1.447 -5.393 0.055 -0.007 0.015
H 2.655 -1.272 -4.056 0.002 -0.031 -0.002
H 2.123 0.162 -4.933 -0.003 0.001 0.015
H -3.398 -1.862 -1.885 0.018 -0.001 0.024
Cl -3.866 3.827 3.306 -0.025 0.015 0.002
C -2.885 2.559 2.637 0.007 0.053 -0.046
C -2.359 2.697 1.369 -0.017 -0.021 0.038
C -1.572 1.681 0.851 0.039 -0.047 0.079
Cl -0.929 1.944 -0.770 -0.177 -0.389 0.227
C -1.265 0.499 1.565 0.029 0.096 -0.092
O -0.525 -0.490 1.146 0.020 -0.337 -0.057
C -1.844 0.422 2.853 -0.023 0.124 0.004
Cl -1.519 -0.987 3.799 0.030 -0.038 0.007
C -2.634 1.420 3.384 -0.003 -0.051 -0.008
H -2.556 3.582 0.781 -0.008 0.006 0.002
H -3.051 1.307 4.374 0.016 0.004 0.008
```
Forces are in eV/Å.

Calculated values
E_tot = -3508.7984 a.u.
lowest unoccupied orbital energy (spin up / spin down) = -0.3 / -0.8 eV
frontier orbital gap (spin up / spin down) = 7.746 / 7.164 eV
multiplicity = 2